(1)
Formula: C4H7N2S
Source: the OMol25 dataset
Level of theory: wB97M-V/def2-TZVPD

Summary:
**Frontier orbital gap**: 7.32 eV
**Total charge**: +1
**HOMO energy**: -12.98 eV

XYZ file:
```
14
Properties=species:S:1:pos:R:3:forces:R:3
C 1.0703 1.3006 -0.1832 2.8893 0.7315 0.1933
C 2.4296 1.2436 -0.1541 -1.2508 -1.6084 -0.6599
C 0.8371 -1.0297 0.1481 5.9426 1.1133 -1.5915
C -1.0895 0.3405 0.0870 -0.9257 3.3100 -1.3126
N 0.3117 0.1338 -0.1046 0.4389 -1.2953 1.8352
N 0.3592 -2.2386 0.2963 -1.5818 0.2018 -0.1052
S 3.1505 -0.3243 0.0068 -3.7747 -1.1907 0.3304
H 0.5386 2.2255 -0.1646 -0.2121 0.2701 -0.3529
H 3.1366 1.9899 -0.4776 -0.2356 0.6322 0.4168
H -1.1319 1.5270 -0.0134 -1.1279 -2.9093 0.7253
H -1.6015 -0.0987 -0.7267 -0.7148 -0.1575 -1.2633
H -1.5280 -0.1349 0.9329 0.1269 0.2620 1.2842
H -0.6446 -2.2425 0.2108 -0.6317 -0.1678 0.2826
H 0.6881 -3.1619 0.0110 1.0574 0.8083 0.2175
```
Forces are in eV/Å.


(2)
Formula: C4H7N2S
Source: the OMol25 dataset
Level of theory: wB97M-V/def2-TZVPD

Summary:
**Frontier orbital gap (spin up / spin down)**: 6.18 / 6.18 eV
**Total charge**: +1
**HOMO energy (spin up / spin down)**: -12.79 / -12.79 eV

XYZ file:
```
14
Properties=species:S:1:pos:R:3:forces:R:3
C 1.0653 -1.0139 -0.1077 -0.2846 0.8068 -0.2635
C 2.7783 0.9252 0.7831 -1.1785 0.4777 0.4610
C -0.1480 -0.3714 -0.1858 -0.1729 -1.6249 0.5767
C -1.4180 -1.1568 -0.0019 -0.0413 0.1243 0.1706
N -0.1676 0.9427 -0.4136 0.3584 1.9869 -0.2020
N -1.1903 1.6764 -0.2506 0.6186 -1.0016 -0.0388
S 2.6642 -0.3172 -0.2398 0.5104 -0.1865 -0.3615
H 1.0925 -2.0930 -0.0809 -0.1431 -0.1833 0.0249
H 3.7058 1.4867 0.7142 0.3644 -0.2519 -0.3092
H -2.2050 -0.7828 -0.6552 -0.0689 -0.0482 -0.0653
H -1.2565 -2.2100 -0.2159 0.0061 0.0245 -0.0615
H -1.7543 -1.0924 1.0334 -0.1108 0.0390 0.0550
H -2.0495 1.3781 0.2162 0.0968 -0.1185 -0.1378
H -1.1170 2.6284 -0.5954 0.0455 -0.0443 0.1515
```
Forces are in eV/Å.


(3)
Formula: C4H7N2S
Source: the OMol25 dataset
Level of theory: wB97M-V/def2-TZVPD

Summary:
**Frontier orbital gap**: 9.60 eV
**SMILES**: C1=C[NH2+]CSC=N1
**Total charge**: +1
**HOMO energy**: -13.56 eV

XYZ file:
```
14
Properties=species:S:1:pos:R:3:forces:R:3
C 1.3701 0.5126 -0.6609 -0.5091 -0.3965 -0.7237
C 0.2318 0.5677 -1.3245 -1.6441 -0.6407 1.2621
N -0.9387 -0.2028 -0.6304 2.4228 0.2413 -0.8599
C -1.2456 0.2374 0.7325 -1.5665 3.7784 2.2049
S -0.3761 -0.6992 2.0073 -1.2295 -0.1938 0.2245
C 1.1192 -0.9789 1.2382 2.1618 -1.2021 1.9940
N 1.6962 -0.4182 0.2972 1.5875 1.4436 -2.2077
H 2.0826 1.1328 -1.1818 1.0640 -0.0915 0.7262
H -0.0072 1.1492 -2.2120 -0.1791 -0.2448 0.3746
H -0.7250 -1.1934 -0.6498 0.2554 -0.4858 0.2000
H -1.6549 -0.1124 -1.2768 -2.4668 0.3802 -1.2132
H -1.0451 1.3853 0.8013 0.3516 -2.1211 -0.3196
H -2.3553 0.3184 1.0797 1.6115 -1.1211 -1.1791
H 1.8480 -1.6984 1.7801 -1.8593 0.6539 -0.4831
```
Forces are in eV/Å.


(4)
Formula: C4H7N3
Source: the OMol25 dataset
Level of theory: wB97M-V/def2-TZVPD

Summary:
**Frontier orbital gap**: 10.51 eV
**SMILES**: CCc1c[nH]nn1
**HOMO energy**: -9.58 eV

XYZ file:
```
14
Properties=species:S:1:pos:R:3:forces:R:3
C 1.7897 0.6967 0.6367 0.1032 0.0043 0.0053
C 0.3087 0.6585 1.0184 -0.0247 0.0031 0.0567
C -0.4246 -0.2073 0.0496 -0.0344 -0.0263 0.0858
C -1.4226 0.0822 -0.8352 -0.0851 -0.4782 0.2460
N -1.6641 -1.1395 -1.4404 0.1470 0.1670 0.0734
N -0.8408 -2.0710 -0.9551 0.0756 0.0920 0.0723
N -0.0991 -1.5278 -0.0556 -0.0132 -0.0158 -0.0930
H 2.4103 1.1245 1.4284 -0.0874 -0.0010 -0.0931
H 2.1309 -0.3226 0.4333 0.0408 0.1745 0.0876
H 1.9279 1.2846 -0.2771 0.0247 -0.0736 0.1325
H 0.1721 0.2235 2.0145 0.1286 0.0974 -0.0659
H -0.1185 1.6680 1.0455 0.0301 -0.1862 -0.0442
H -1.9499 1.0347 -0.8562 -0.1217 -0.6431 -0.7202
H -2.2201 -1.5044 -2.2067 -0.1834 0.8858 0.2569
```
Forces are in eV/Å.


(5)
Formula: C4H7N3
Source: the OMol25 dataset
Level of theory: wB97M-V/def2-TZVPD

Summary:
**Frontier orbital gap**: 9.63 eV
**HOMO energy**: -8.60 eV

XYZ file:
```
14
Properties=species:S:1:pos:R:3:forces:R:3
N 2.0929 -0.3647 0.3214 -0.2374 0.2616 0.0809
C 0.7650 -0.3203 -0.1626 0.5007 0.1129 -0.0110
C -0.0964 0.7894 -0.7328 0.2939 0.1542 0.2502
C -0.6491 0.0444 0.4090 -0.1433 0.3242 0.0794
N -1.3205 0.6772 1.4911 0.2206 -0.1379 -0.0952
C -0.9045 -0.4279 -1.0472 -0.5943 -0.0723 -0.5472
N 0.2997 -1.2633 -1.1870 -0.1053 -0.1652 0.2235
H 2.7392 0.0811 -0.3264 -0.1906 -0.0973 0.1674
H 2.1824 0.0637 1.2314 0.0034 -0.0393 0.0753
H 0.0464 1.8527 -0.8642 -0.2825 -0.2024 -0.2726
H -2.0106 0.1539 2.0167 0.3300 -0.1930 -0.2850
H -1.6715 1.6095 1.2887 0.2035 -0.3804 -0.0636
H -1.8220 -0.5972 -1.6006 0.1053 0.3259 0.1665
H 0.1887 -2.2185 -0.8446 -0.1041 0.1089 0.2314
```
Forces are in eV/Å.


(6)
Formula: C4H7N3
Source: the OMol25 dataset
Level of theory: wB97M-V/def2-TZVPD

Summary:
**Frontier orbital gap**: 9.33 eV
**SMILES**: [H]/N=N/[H].c1cc[nH]c1
**HOMO energy**: -8.39 eV

XYZ file:
```
14
Properties=species:S:1:pos:R:3:forces:R:3
H 0.0700 -0.4695 -1.6520 -0.3256 -1.7791 -1.7835
N -0.2648 -1.2021 -2.4234 0.4160 1.1346 1.0625
N -1.1655 -1.8271 -1.8767 -0.6529 0.3427 1.3185
H -1.6515 -2.5209 -2.4601 0.6845 0.0651 -0.7203
C 0.8905 1.5705 0.4026 -0.3048 -0.7521 -0.7488
C 1.2380 0.8304 1.5571 0.1895 0.0721 0.2191
C 0.3348 -0.1790 1.7241 -0.7464 0.4021 -0.3553
N -0.6085 0.0108 0.7715 -0.8904 -1.0369 -1.2236
C -0.2170 0.9806 -0.1265 -0.1528 -0.7861 2.7845
H 1.3855 2.2682 -0.2151 0.9143 0.9566 0.2330
H 1.9544 1.0598 2.2873 1.2704 0.1674 0.4194
H 0.2763 -1.0913 2.2877 0.1262 0.3206 0.7207
H -1.4734 -0.5211 0.7091 0.6390 0.0409 -0.2788
H -0.7688 1.0907 -0.9856 -1.1669 0.8521 -1.6472
```
Forces are in eV/Å.


What did the third record say?
Formula: C4H7N2S
Source: the OMol25 dataset
Level of theory: wB97M-V/def2-TZVPD

Summary:
**Frontier orbital gap**: 9.60 eV
**SMILES**: C1=C[NH2+]CSC=N1
**Total charge**: +1
**HOMO energy**: -13.56 eV

XYZ file:
```
14
Properties=species:S:1:pos:R:3:forces:R:3
C 1.3701 0.5126 -0.6609 -0.5091 -0.3965 -0.7237
C 0.2318 0.5677 -1.3245 -1.6441 -0.6407 1.2621
N -0.9387 -0.2028 -0.6304 2.4228 0.2413 -0.8599
C -1.2456 0.2374 0.7325 -1.5665 3.7784 2.2049
S -0.3761 -0.6992 2.0073 -1.2295 -0.1938 0.2245
C 1.1192 -0.9789 1.2382 2.1618 -1.2021 1.9940
N 1.6962 -0.4182 0.2972 1.5875 1.4436 -2.2077
H 2.0826 1.1328 -1.1818 1.0640 -0.0915 0.7262
H -0.0072 1.1492 -2.2120 -0.1791 -0.2448 0.3746
H -0.7250 -1.1934 -0.6498 0.2554 -0.4858 0.2000
H -1.6549 -0.1124 -1.2768 -2.4668 0.3802 -1.2132
H -1.0451 1.3853 0.8013 0.3516 -2.1211 -0.3196
H -2.3553 0.3184 1.0797 1.6115 -1.1211 -1.1791
H 1.8480 -1.6984 1.7801 -1.8593 0.6539 -0.4831
```
Forces are in eV/Å.